Record 1
Formula: C20H46IrO3P4S
Source: OMol25
Level of theory: ωB97M-V/def2-TZVPD

Results
* HOMO-LUMO gap (alpha / beta): 0.23099 / 0.09519 Eh
* total energy: -78429.0768 eV
* multiplicity: 5
* net charge: +3
* ΔE to the lowest compared entry with this formula, charge and spin: 57.17 kcal/mol

Geometry as XYZ:
```
75
Properties=species:S:1:pos:R:3:forces:R:3
H -2.582 1.514 2.066 0.08 0.06 -0.28
C -0.417 -3.180 0.964 0.40 1.23 -1.30
C 1.789 0.162 2.264 -1.12 -0.67 -0.42
Ir -0.554 0.817 -1.905 1.31 -1.06 0.91
H -1.782 3.621 -1.547 -0.11 0.14 0.09
C -0.583 2.371 -4.531 0.33 0.17 -0.08
H 2.035 3.581 0.625 0.10 0.02 0.33
C 0.127 -2.391 -3.878 1.33 -0.66 -0.01
H -0.432 -2.364 1.707 0.07 -0.75 -0.19
H 2.084 3.874 -3.553 -0.05 -0.09 0.31
P -1.656 -1.034 4.845 -0.15 -0.53 1.23
H -0.969 3.802 0.030 -0.10 -0.03 -0.06
H -2.029 -3.226 -7.034 0.34 -0.02 0.24
C 0.621 -3.283 -4.831 -0.17 0.63 0.79
S -1.870 -0.651 -2.991 -0.32 -1.39 -0.96
H -0.860 1.864 1.945 -0.14 -0.13 -0.19
H 2.762 2.956 2.148 -0.24 -0.29 -0.28
P 0.745 1.843 -3.403 0.59 0.57 -0.81
P 1.892 1.162 0.714 2.16 0.65 3.02
H 1.426 -0.271 -4.369 0.14 0.48 -0.16
H -1.313 -3.871 4.692 0.04 0.15 -0.25
C 0.187 -1.795 6.664 -0.02 -0.03 0.28
C -0.506 -3.405 4.115 0.03 0.38 0.30
H 3.864 -0.087 0.064 0.10 0.28 0.09
H -2.751 3.841 -0.065 0.02 0.12 0.02
C 0.733 -3.471 0.326 -0.42 0.09 1.08
C 3.682 0.942 0.403 0.04 -0.33 -1.36
C 1.673 3.271 -2.730 -0.16 -0.35 -0.09
H 4.259 1.123 1.325 -0.50 0.02 -0.23
C -3.613 1.029 -0.565 0.06 0.08 -0.07
H 0.975 3.060 1.952 0.31 0.01 -0.03
H 0.886 -1.410 5.906 -0.32 -0.07 0.12
H 1.028 0.538 2.956 -0.02 -0.01 -0.15
C -0.732 1.254 5.982 -0.01 0.17 0.13
O -0.790 -2.011 3.804 0.29 0.78 0.37
O -1.199 -1.624 6.304 0.00 0.33 -0.94
C -1.668 1.264 1.510 0.31 -0.18 0.21
C -0.145 -3.577 -5.980 -0.18 0.16 -0.08
H 2.786 0.593 -3.627 -0.11 0.11 -0.31
H -1.597 1.160 6.661 0.34 -0.13 -0.39
O -0.835 0.420 4.804 0.41 -0.63 -0.51
H 0.668 -2.179 -2.941 -0.20 -0.22 -0.59
H -1.547 2.135 -4.068 0.03 0.19 -0.17
H -0.516 3.449 -4.701 -0.09 -0.13 -0.22
H 2.148 1.147 -5.241 0.09 -0.19 0.31
H -0.502 1.798 -5.461 -0.04 0.25 0.05
H -1.464 0.205 1.719 -0.01 0.16 -0.18
H -0.685 2.291 5.624 -0.03 -0.28 0.12
H 0.884 -4.213 -0.448 -0.36 -0.02 -0.01
H -3.692 -0.042 -0.354 0.09 0.11 -0.04
H 1.592 -3.760 -4.702 -0.27 0.09 0.07
H 4.024 1.637 -0.375 0.05 -0.19 0.16
H 0.657 1.451 -0.987 0.26 -0.18 0.59
C -1.102 -1.755 -4.102 -0.79 0.59 0.59
H 0.235 -4.261 -6.733 0.00 0.03 0.17
C -1.408 -2.990 -6.166 -0.62 0.49 0.16
H -0.380 -3.884 3.145 -0.03 -0.21 0.37
H 1.000 3.864 -2.098 0.08 0.03 -0.33
H 2.475 2.895 -2.077 -0.13 0.09 -0.41
H 0.342 -1.261 7.605 0.06 -0.12 -0.13
H 1.513 -0.862 2.000 0.09 -0.03 0.24
H -3.910 1.214 -1.600 -0.03 0.02 0.12
H -4.289 1.557 0.113 0.01 0.03 -0.06
C -1.889 -2.086 -5.235 -0.16 -0.38 -0.59
H 0.362 -2.864 6.819 0.04 0.25 0.04
H 2.765 0.155 2.767 -0.09 0.18 -0.37
C -1.847 3.396 -0.481 -0.07 -0.10 0.06
P -1.910 1.597 -0.266 -1.54 0.48 1.24
C 1.924 2.853 1.441 -0.89 0.35 -0.90
H 1.655 -3.057 0.739 -0.08 0.01 -0.21
H -1.411 -3.501 0.641 0.41 -0.37 0.12
C 1.895 0.720 -4.258 -0.08 0.04 0.17
H 0.194 1.029 6.534 -0.37 -0.01 -0.19
H 0.415 -3.477 4.706 -0.19 0.00 -0.32
H -2.866 -1.612 -5.322 0.20 -0.21 -0.22
```
Positions in Å, forces in eV/Å.

Record 2
Formula: C2H4NO3P
Source: OMol25
Level of theory: ωB97M-V/def2-TZVPD

Results
* structure (SMILES): O=P([O-])([O-])N1CC1
* HOMO-LUMO gap: 0.23792 Eh
* total energy: -19059.8615 eV
* net charge: -2
* ΔE to the lowest compared entry with this formula, charge and spin: 15.87 kcal/mol

Geometry as XYZ:
```
11
Properties=species:S:1:pos:R:3:forces:R:3
H 0.834 1.403 -0.634 -1.22 -0.96 0.14
H -0.242 1.124 0.825 -0.06 0.70 0.99
O -3.438 -0.983 -0.838 -0.40 -0.06 -0.07
N -1.036 0.082 -0.777 -0.60 -0.48 -0.52
O -2.243 -0.585 1.403 -0.98 0.79 -0.26
H 0.632 -1.301 -0.955 -0.48 1.31 1.02
C 0.024 0.748 -0.133 1.40 1.64 0.38
O -3.180 1.473 -0.025 0.30 -1.24 0.45
H -0.097 -1.383 0.628 -0.83 -0.14 1.71
C 0.021 -0.697 -0.152 1.40 -2.05 -4.00
P -2.720 0.000 0.053 1.46 0.49 0.16
```
Positions in Å, forces in eV/Å.

Record 3
Formula: C4H3B2F14NO6S2V
Source: OMol25
Level of theory: ωB97M-V/def2-TZVPD

Results
* HOMO-LUMO gap (alpha / beta): 0.21690 / 0.26319 Eh
* total energy: -104738.1309 eV
* multiplicity: 4
* net charge: -2
* ΔE to the lowest compared entry with this formula, charge and spin: 147.01 kcal/mol

Geometry as XYZ:
```
33
Properties=species:S:1:pos:R:3:forces:R:3
S 2.876 -0.032 -1.906 1.19 0.63 -2.20
B 0.191 3.972 0.282 1.09 1.97 -0.46
F 3.648 1.074 0.538 -0.10 0.35 -0.55
O -2.401 -0.026 3.073 2.04 -1.30 1.64
F -0.635 5.058 0.443 -1.11 0.45 0.29
O 3.735 -1.044 -2.560 -1.36 1.65 1.52
F 4.297 2.156 -1.258 0.29 0.28 0.28
C -4.609 0.328 3.899 0.13 0.20 0.49
F -0.194 3.250 -0.847 -0.71 -1.79 -0.61
C 4.086 0.969 -0.722 -1.06 -1.56 -0.85
H -4.134 0.447 4.873 -0.11 -0.34 0.14
O -3.670 1.069 1.801 -1.56 2.48 -3.42
F 5.192 0.242 -0.689 0.79 0.56 0.00
F 0.662 -3.829 -1.103 -0.07 0.72 0.70
F -4.288 -1.300 -2.002 -1.41 0.61 -0.18
F 2.041 -3.045 -2.495 0.82 -0.66 0.17
S 2.460 -1.956 -0.107 -0.89 1.59 3.51
V -0.956 0.613 0.127 -0.78 0.18 0.05
O 1.735 -2.013 1.188 0.55 -0.57 -2.57
B -2.933 -1.199 -2.164 -1.34 -1.94 -0.84
C -3.486 0.522 2.866 0.19 -1.28 0.32
F -2.354 -1.740 -1.093 2.10 -0.90 4.54
H -5.484 0.978 3.898 0.30 0.46 -0.58
N 1.786 -0.548 -0.854 1.12 -2.84 0.67
F -2.484 -1.917 -3.199 0.29 -2.08 -3.13
F 1.469 4.502 0.072 0.59 -0.39 -0.02
H -5.035 -0.670 3.799 0.40 -0.21 0.05
O 3.918 -2.011 0.054 -2.10 -0.20 -0.98
C 1.955 -3.454 -1.225 -3.68 3.71 -0.94
F -2.419 0.007 -2.348 1.12 5.00 0.56
O 2.235 0.899 -2.810 0.38 -0.15 1.01
F 0.176 3.150 1.382 -0.30 -1.58 0.88
F 2.621 -4.454 -0.915 3.20 -3.06 0.50
```
Positions in Å, forces in eV/Å.

Copy entry 2 word for word.
Formula: C2H4NO3P
Source: OMol25
Level of theory: ωB97M-V/def2-TZVPD

Results
* structure (SMILES): O=P([O-])([O-])N1CC1
* HOMO-LUMO gap: 0.23792 Eh
* total energy: -19059.8615 eV
* net charge: -2
* ΔE to the lowest compared entry with this formula, charge and spin: 15.87 kcal/mol

Geometry as XYZ:
```
11
Properties=species:S:1:pos:R:3:forces:R:3
H 0.834 1.403 -0.634 -1.22 -0.96 0.14
H -0.242 1.124 0.825 -0.06 0.70 0.99
O -3.438 -0.983 -0.838 -0.40 -0.06 -0.07
N -1.036 0.082 -0.777 -0.60 -0.48 -0.52
O -2.243 -0.585 1.403 -0.98 0.79 -0.26
H 0.632 -1.301 -0.955 -0.48 1.31 1.02
C 0.024 0.748 -0.133 1.40 1.64 0.38
O -3.180 1.473 -0.025 0.30 -1.24 0.45
H -0.097 -1.383 0.628 -0.83 -0.14 1.71
C 0.021 -0.697 -0.152 1.40 -2.05 -4.00
P -2.720 0.000 0.053 1.46 0.49 0.16
```
Positions in Å, forces in eV/Å.

- Among the records above, which one has the highest net charge?
  C20H46IrO3P4S